# C4H14NO

A cluster of 2 separate species, C4H14NO in total in a non-equilibrium geometry (the ωB97M-V functional and the def2-TZVPD basis, the OMol25 dataset).

Element x y z (Å)
C (-0.475, 0.744, -1.305)
C (-0.892, -0.391, -0.419)
N (0.298, -0.767, 0.517)
C (1.333, -1.580, -0.161)
C (-2.011, 0.013, 0.539)
H (-0.568, 1.645, -0.719)
H (-1.108, 0.875, -2.174)
H (0.541, 0.798, -1.701)
H (-1.200, -1.357, -0.812)
H (0.731, 0.089, 0.916)
H (-0.160, -1.234, 1.291)
H (1.352, -1.275, -1.206)
H (2.316, -1.236, 0.142)
H (1.240, -2.647, -0.028)
H (-1.647, 0.740, 1.252)
H (-2.426, -0.816, 1.095)
H (-2.831, 0.523, 0.054)
H (2.435, 1.494, 0.748)
H (1.492, 2.650, 0.836)
O (1.579, 1.731, 1.136)

- Kohn-Sham gap: 13.228 eV
- LUMO energy: -3.0 eV
- HOMO: -0.5958 hartree
- Electronic energy: -290.55362 hartree
- ΔE to the lowest compared entry with this formula, charge and spin: 0.5875 eV
- Charge: +1

Mulliken atomic charge list, values in e, 4 entries:
1. C -1.268
2. C 0.377
3. N -0.091
4. C -0.892


# C4H14NO

A cluster of 2 separate species, C4H14NO in total in a non-equilibrium geometry (the ωB97M-V functional and the def2-TZVPD basis, the OMol25 dataset).

Element x y z (Å)
C (-1.124, -0.799, 0.243)
C (0.807, -1.389, -0.970)
C (0.750, 0.713, 0.249)
C (0.875, -1.400, 1.538)
N (0.348, -0.739, 0.287)
H (-1.601, -0.273, -0.601)
H (-1.481, -0.348, 1.185)
H (-1.435, -1.857, 0.219)
H (0.645, -0.732, -1.840)
H (0.368, -2.377, -1.188)
H (1.892, -1.512, -0.819)
H (1.846, 0.813, 0.317)
H (0.292, 1.284, 1.075)
H (0.415, 1.148, -0.708)
H (0.412, -0.975, 2.445)
H (1.961, -1.207, 1.574)
H (0.711, -2.490, 1.537)
O (-1.770, 4.044, -1.133)
H (-1.490, 4.656, -1.850)
H (-2.420, 3.441, -1.561)

- Kohn-Sham gap: 11.372 eV
- LUMO energy: -2.9 eV
- HOMO: -0.5236 hartree
- Electronic energy: -290.53182 hartree
- ΔE to the lowest compared entry with this formula, charge and spin: 1.1808 eV
- Charge: +1

Mulliken atomic charge list, values in e, 4 entries:
1. C -0.922
2. C -0.825
3. C -0.815
4. C -0.765


# C4H14NO

A cluster of 2 separate species, C4H14NO in total in a non-equilibrium geometry (the ωB97M-V functional and the def2-TZVPD basis, the OMol25 dataset).

Element x y z (Å)
C (0.970, 1.067, -0.076)
C (0.321, 0.467, 1.122)
C (-1.200, 0.452, 0.964)
C (0.906, -0.946, 1.552)
N (0.590, 0.104, -1.273)
H (1.005, 2.200, -0.302)
H (2.036, 1.027, 0.152)
H (0.437, 1.222, 1.962)
H (-1.396, 1.423, 0.411)
H (-1.535, -0.331, 0.264)
H (-1.915, 0.692, 1.783)
H (0.272, -1.484, 2.069)
H (1.652, -0.698, 2.202)
H (1.293, -1.512, 0.766)
H (0.691, -0.961, -0.980)
H (-0.367, 0.240, -1.562)
H (1.175, 0.293, -2.064)
H (-1.613, -1.783, -2.782)
H (-2.007, -0.576, -1.805)
O (-1.316, -0.897, -2.402)

- Kohn-Sham gap: 12.056 eV
- LUMO energy: -3.3 eV
- HOMO: -0.5649 hartree
- Electronic energy: -290.48869 hartree
- ΔE to the lowest compared entry with this formula, charge and spin: 2.3546 eV
- Charge: +1

Mulliken atomic charge list, values in e, 4 entries:
1. C -0.657
2. C 0.522
3. C -1.356
4. C -1.672


# C4H14NO2

A cluster of 2 separate species, C4H14NO2 in total in a non-equilibrium geometry (the ωB97M-V functional and the def2-TZVPD basis, the OMol25 dataset).

Element x y z (Å)
O (-0.612, -1.631, -1.300)
C (-0.772, -0.234, -1.450)
C (-0.748, 0.319, -0.031)
N (0.733, 0.391, 0.364)
C (0.947, 0.596, 1.856)
C (-1.377, 1.680, 0.225)
H (-0.948, -2.117, -2.056)
H (-1.659, 0.064, -2.019)
H (0.074, 0.295, -1.921)
H (-1.210, -0.402, 0.640)
H (1.179, -0.514, 0.122)
H (1.146, 1.159, -0.163)
H (1.928, 0.153, 2.111)
H (0.172, -0.034, 2.301)
H (0.962, 1.642, 2.185)
H (-2.463, 1.486, 0.073)
H (-1.609, 2.238, 1.139)
H (-1.035, 2.381, -0.530)
H (1.036, -2.868, -0.375)
H (2.492, -2.377, -0.898)
O (1.765, -2.227, -0.273)

- Kohn-Sham gap: 11.998 eV
- LUMO energy: -2.8 eV
- HOMO: -0.5425 hartree
- Electronic energy: -365.77660 hartree
- ΔE to the lowest compared entry with this formula, charge and spin: 1.4728 eV
- Charge: +1

Mulliken atomic charge list, values in e, 4 entries:
1. O -0.424
2. C -0.655
3. C 0.105
4. N -0.124